[1]
Density functional theory data (ωB97M-V with the def2-TZVPD basis set) for a cluster of 2 separate species, C2H9NO in total.

Summary:
Multiplicity ... 1
SMILES string ... CCN.O
Charge ... 0
Frontier orbital gap ... 0.3777 hartree
ΔE to the lowest compared entry with this formula, charge and spin ... 11.5 kcal per mole

```
13
Properties=species:S:1:pos:R:3:lowdin_charge:R:1
C 0.6622 0.2728 -0.8722 -0.08
C 0.8450 -0.5803 0.4590 -0.33
N 0.8102 0.1220 1.7661 -0.05
H -0.4214 0.3120 -1.0748 0.03
H 1.1676 -0.1720 -1.7459 0.07
H 1.0325 1.3031 -0.7384 0.06
H 0.0781 -1.3784 0.4413 0.10
H 1.8385 -1.0684 0.4700 0.09
H 1.3789 0.9629 1.6172 0.06
H 1.3068 -0.4366 2.4689 0.06
O -3.0556 -0.1484 -0.9386 -0.09
H -2.4396 0.2298 -0.2710 0.04
H -3.2032 0.5816 -1.5816 0.05
```



[2]
Density functional theory data (ωB97M-V with the def2-TZVPD basis set) for a cluster of 2 separate species, C3H9NO3S in total.

Summary:
Multiplicity ... 1
Charge ... 0
Frontier orbital gap (alpha / beta) ... 0.3047 / 0.3132 hartree
ΔE to the lowest compared entry with this formula, charge and spin ... 122.9 kcal per mole

```
17
Properties=species:S:1:pos:R:3:lowdin_charge:R:1
C 1.1965 -0.4502 1.0963 -0.08
C -0.3306 0.9707 -1.8963 0.10
C -0.1771 -0.2410 0.6828 -0.46
N -1.2013 0.4070 1.2990 0.10
O -2.0732 -1.4504 -0.6674 -0.29
O -0.7945 -2.8661 0.8505 -0.14
O 0.2401 -2.0461 -1.2226 -0.29
S -0.7311 -1.6261 -0.2457 0.61
H 1.3419 -1.1765 1.8547 0.08
H 1.6432 0.4939 1.4501 0.11
H 1.7878 -0.6174 0.2744 0.05
H -1.1976 0.3026 -1.4158 0.01
H 0.4194 0.4590 -2.4822 0.00
H -0.5131 2.0160 -2.0111 -0.02
H -1.2622 0.3131 2.3024 0.11
H -2.0792 0.1191 0.9009 0.08
H -0.4844 -3.6195 0.4431 0.03
```



[3]
Density functional theory data (ωB97M-V with the def2-TZVPD basis set) for an isolated molecule of C4H6S.

Summary:
Multiplicity ... 3
⟨S²⟩ ... 2.014
Charge ... 0
Frontier orbital gap (alpha / beta) ... 0.2045 / 0.2542 hartree
ΔE to the lowest compared entry with this formula, charge and spin ... 53.8 kcal per mole

```
11
Properties=species:S:1:pos:R:3:lowdin_spin:R:1
C -0.1129 1.0241 1.7652 0.39
C 0.6303 0.3435 0.8791 0.51
C -1.1752 0.7282 0.8035 0.56
C 0.6795 -1.1436 -1.4267 0.11
S 1.7126 -0.4949 -0.0446 0.29
H 0.1030 1.7849 2.3983 0.04
H -1.8964 -0.1447 0.9114 0.05
H -1.3985 1.5700 0.0448 0.04
H -0.1241 -1.7843 -1.1556 0.01
H 1.3419 -1.5471 -2.1974 0.00
H 0.2399 -0.3362 -1.9780 0.01
```



[4]
Density functional theory data (ωB97M-V with the def2-TZVPD basis set) for an isolated molecule of C13H20FN3O4S.

Summary:
Multiplicity ... 1
SMILES string ... CN1C(=O)NC(=O)[C@H]2C[C@@H](S(=O)(=O)NC3(CF)CC3)CC[C@@H]21
Charge ... 0
Frontier orbital gap ... 0.3770 hartree

```
42
Properties=species:S:1:pos:R:3:lowdin_charge:R:1
C -2.8181 3.0678 2.6556 -0.02
N -1.5518 2.9283 1.9137 -0.04
C -0.4975 3.7716 2.2547 -0.51
O -0.4856 4.5190 3.2122 0.08
N 0.6897 3.6386 1.6354 0.21
C 0.8736 2.9010 0.5009 -0.38
O 1.8862 2.9722 -0.1719 0.09
C -0.3036 2.0231 0.0334 -0.16
C 0.2469 0.7678 -0.6487 -0.13
C -0.9180 -0.1391 -1.1115 -0.33
S -0.3601 -1.6630 -1.9310 0.67
O -1.4349 -2.6161 -2.1647 -0.31
O 0.3901 -1.3846 -3.1345 -0.28
N 0.5520 -2.4877 -0.7572 -0.05
C 1.8548 -3.0337 -1.2250 -0.46
C 1.8624 -4.3352 -2.0329 -0.16
F 1.3837 -5.3472 -1.2693 -0.01
C 2.9084 -2.0046 -1.5072 -0.08
C 3.0019 -2.8632 -0.2435 -0.06
C -1.8104 -0.4709 0.0676 -0.18
C -2.2750 0.7593 0.8467 -0.15
C -1.1526 1.6591 1.2564 -0.25
H -2.6801 2.5399 3.5942 0.09
H -3.6692 2.6434 2.1279 0.08
H -3.0391 4.1474 2.8298 0.11
H 1.4188 4.1752 2.0299 0.16
H -0.8973 2.6054 -0.6681 0.17
H 0.8731 0.2066 0.0631 0.13
H 0.8643 1.0651 -1.5015 0.13
H -1.4897 0.3777 -1.8947 0.15
H -0.0806 -3.2619 -0.4895 0.12
H 2.8510 -4.5647 -2.3970 0.12
H 1.2519 -4.2109 -2.9630 0.14
H 3.5793 -2.2740 -2.3276 0.11
H 2.7098 -0.9210 -1.4350 0.11
H 2.7815 -2.3607 0.7116 0.11
H 3.8205 -3.5815 -0.1980 0.11
H -1.3490 -1.1741 0.7797 0.13
H -2.6458 -0.9744 -0.3834 0.11
H -2.8428 0.4336 1.7234 0.12
H -3.0063 1.3225 0.2049 0.15
H -0.4926 1.1436 2.0141 0.19
```